Computed, not measured: a 12-piece molecular cluster, C4H34N3O11 overall in a non-equilibrium geometry, with ωB97M-V/def2-TZVPD.

As for the multiplicity: 1. Its HOMO energy is -12.47 eV. The calculation puts the HOMO-LUMO gap at 10.00 eV. Its charge is +1. The molar mass comes out at 300.33 g/mol. As for the energy above the lowest of the compared OMol25 structures with the same formula, charge and spin: 19.8 kcal/mol.

Positions of all 52 atoms, in Å:
C  2.62  -0.32  -2.81
C  1.10  -0.52  -2.96
C  0.42  -0.52  -1.59
N  -1.35  0.32  0.36
C  -0.64  1.25  -0.39
N  0.26  0.91  -1.22
N  2.99  1.02  -2.32
H  3.09  -0.61  -3.74
H  2.97  -1.05  -2.08
H  0.95  -1.42  -3.55
H  0.71  0.36  -3.46
H  1.05  -0.93  -0.80
H  -0.56  -0.99  -1.57
H  -1.95  0.56  1.13
H  -1.56  -0.53  -0.13
H  -0.78  2.28  -0.13
H  3.78  1.47  -2.78
H  3.25  1.07  -1.33
H  2.20  1.67  -2.46
H  -0.71  -1.19  3.26
H  -0.54  -2.23  4.39
O  -1.15  -1.58  4.03
H  -1.46  1.94  4.07
H  -1.72  0.48  4.05
O  -1.38  1.18  3.48
H  0.73  2.65  -1.77
H  1.90  3.39  -1.17
O  1.42  3.30  -2.00
H  -1.72  -3.34  -0.69
H  -2.34  -2.70  0.71
O  -2.02  -2.59  -0.19
H  -0.12  -2.11  1.50
H  0.06  -0.60  1.38
O  0.50  -1.40  1.74
H  2.02  -2.64  -0.18
H  2.27  -4.00  -0.78
O  1.93  -3.12  -1.00
H  1.22  2.12  2.94
H  1.02  0.93  2.02
O  1.71  1.46  2.43
H  -2.74  -1.41  2.57
H  -3.99  -1.18  1.64
O  -3.53  -1.81  2.20
H  -2.54  0.58  -2.03
H  -3.54  -0.16  -2.72
O  -2.57  -0.15  -2.66
H  3.25  1.39  1.19
H  4.20  0.17  1.06
O  3.73  0.84  0.55
H  -3.24  2.73  0.83
H  -3.63  2.91  -0.49
O  -3.12  2.24  -0.01


Computed, not measured: a 12-piece molecular cluster, C4H35N2O11S2 overall in a non-equilibrium geometry, with ωB97M-V/def2-TZVPD.

As for the multiplicity: 1. Its HOMO energy is -11.19 eV. The calculation puts the HOMO-LUMO gap at 8.73 eV. Its charge is +1. The molar mass comes out at 351.46 g/mol. As for the energy above the lowest of the compared OMol25 structures with the same formula, charge and spin: 13.4 kcal/mol.

Positions of all 54 atoms, in Å:
N  0.07  3.35  0.79
C  -1.46  3.15  0.61
C  -1.73  1.68  0.67
S  -1.70  1.19  2.38
S  -2.76  -0.50  2.48
C  -1.39  -1.71  2.17
C  -0.14  -1.40  2.97
N  0.86  -0.65  2.17
H  0.46  4.28  0.87
H  0.58  2.92  -0.09
H  0.43  2.87  1.60
H  -1.51  3.67  -0.36
H  -1.93  3.72  1.44
H  -1.02  0.97  0.21
H  -2.70  1.47  0.13
H  -1.31  -1.86  1.07
H  -1.64  -2.71  2.61
H  -0.36  -0.82  3.90
H  0.31  -2.37  3.26
H  0.64  -0.68  1.19
H  1.85  -0.77  2.36
H  4.34  -1.38  1.73
H  4.54  -1.41  0.29
O  4.09  -0.87  0.96
H  -2.16  -2.90  -4.06
H  -2.88  -1.99  -2.95
O  -2.10  -2.51  -3.21
H  2.53  0.70  -3.49
H  2.87  2.13  -4.25
O  2.34  1.66  -3.62
H  -2.38  -2.79  -1.30
H  -3.15  -3.00  0.02
O  -2.63  -2.37  -0.48
H  2.65  -3.97  -0.33
H  2.20  -2.99  0.61
O  3.03  -3.35  0.27
H  1.10  -3.09  -3.10
H  -0.14  -2.73  -2.30
O  0.79  -2.52  -2.39
H  -1.77  -0.32  -4.56
H  -1.09  -0.27  -3.13
O  -1.09  0.09  -4.03
H  -0.57  1.96  -3.11
H  0.23  2.57  -1.89
O  -0.64  2.24  -2.17
H  1.80  0.88  -0.81
H  2.22  1.82  -1.88
O  1.80  1.86  -0.95
H  3.38  -0.55  -1.56
H  2.20  -1.33  -2.20
O  2.75  -0.57  -2.32
H  1.81  0.95  2.71
H  2.02  2.21  3.48
O  1.67  1.91  2.62


Computed, not measured: a 13-piece molecular cluster, C4H35N2O12 overall in a non-equilibrium geometry, with ωB97M-V/def2-TZVPD.

As for the multiplicity: 1. Its HOMO energy is -13.57 eV. The calculation puts the HOMO-LUMO gap at 10.38 eV. Its charge is +1. The molar mass comes out at 303.33 g/mol. As for the energy above the lowest of the compared OMol25 structures with the same formula, charge and spin: 40.5 kcal/mol.

Positions of all 53 atoms, in Å:
C  1.05  0.24  -3.33
C  0.68  1.18  -2.19
C  1.38  0.90  -0.82
N  -1.08  -0.36  -0.09
C  0.04  -1.05  -0.11
N  1.19  -0.49  -0.30
H  0.26  -0.52  -3.42
H  1.38  0.64  -4.33
H  1.89  -0.41  -3.10
H  -0.39  1.36  -2.22
H  1.13  2.18  -2.35
H  0.93  1.65  -0.17
H  2.36  1.14  -1.17
H  -1.09  0.60  -0.44
H  -1.95  -0.87  -0.21
H  -0.02  -2.07  0.29
H  2.06  -0.99  -0.37
H  0.70  0.17  2.53
H  -0.92  0.19  2.29
O  -0.07  0.65  2.22
H  3.32  -1.18  3.15
H  2.76  -0.28  2.08
O  2.48  -0.77  2.87
H  1.97  -3.48  -0.30
H  2.70  -3.57  -1.63
O  1.87  -3.79  -1.20
H  -2.99  0.26  -3.44
H  -3.80  0.13  -2.12
O  -3.78  0.57  -2.98
H  -0.04  2.78  2.02
H  -0.97  3.75  2.70
O  -0.15  3.72  2.19
H  0.06  -3.41  -1.73
H  -1.25  -3.84  -2.44
O  -0.90  -3.55  -1.60
H  -2.63  -1.34  3.39
H  -1.21  -2.07  2.93
O  -1.68  -1.31  3.28
H  -4.40  0.77  0.44
H  -3.04  0.97  -0.18
O  -3.69  0.25  0.03
H  -2.78  2.58  -1.69
H  -1.60  3.07  -0.70
O  -2.17  2.34  -0.99
H  4.48  0.88  0.46
H  4.88  -0.36  -0.37
O  4.15  0.26  -0.22
H  0.95  4.23  -0.87
H  0.30  4.28  0.61
O  0.14  4.13  -0.34
H  0.69  -3.72  2.56
H  1.35  -2.41  2.89
O  0.52  -2.77  2.55